1.
Formula: C18H30Cl12O6
Source: OMol25
Level of theory: ωB97M-V/def2-TZVPD

Last column: Löwdin charge in e.
CARTESIAN COORDINATES (ANGSTROEM)
O  1.35  0.98  -3.17  0.0680
C  1.58  1.77  -2.26  -0.5069
C  0.68  2.73  -1.59  -0.0937
C  1.45  3.24  -0.35  -0.1151
C  2.91  2.98  -0.78  -0.0748
O  2.80  1.81  -1.70  0.0067
H  0.50  3.60  -2.19  0.1148
H  -0.31  2.32  -1.36  0.0939
H  1.25  4.34  -0.27  0.1124
H  1.14  2.72  0.56  0.1079
H  3.30  3.83  -1.34  0.1270
H  3.51  2.62  0.04  0.0996
O  -1.48  5.19  -2.07  0.1577
C  -1.59  5.21  -0.91  -0.5128
C  -1.21  6.30  0.09  -0.0794
C  -0.92  5.51  1.36  -0.1152
C  -1.84  4.23  1.15  -0.1424
O  -2.04  4.09  -0.26  0.0096
H  -0.46  6.86  -0.40  0.1099
H  -2.04  7.01  0.09  0.1326
H  0.11  5.21  1.32  0.0835
H  -1.20  6.02  2.28  0.1173
H  -1.37  3.33  1.57  0.1167
H  -2.73  4.37  1.72  0.1033
O  2.83  1.65  2.71  0.0806
C  2.98  0.69  1.95  -0.4487
C  2.02  -0.49  1.86  -0.0931
C  2.96  -1.50  1.28  -0.1595
C  3.68  -0.59  0.24  -0.1769
O  3.94  0.60  0.99  -0.0027
H  1.61  -0.82  2.83  0.1212
H  1.24  -0.21  1.11  0.0959
H  3.77  -1.82  1.93  0.1229
H  2.60  -2.36  0.70  0.0995
H  4.66  -0.85  -0.18  0.1391
H  2.99  -0.35  -0.53  0.0604
Cl  -0.42  -5.01  3.76  0.5039
C  1.20  -5.19  3.04  -0.9851
Cl  1.24  -6.33  1.62  0.4476
H  1.57  -4.19  2.69  0.0255
H  1.95  -5.61  3.69  0.0132
Cl  -3.45  -5.05  -0.38  0.4822
C  -5.02  -4.21  -0.02  -0.9473
Cl  -5.00  -3.64  1.64  0.5279
H  -5.04  -3.35  -0.73  0.0080
H  -5.67  -4.99  -0.17  -0.0122
Cl  -4.13  1.35  3.50  0.5409
C  -3.38  0.02  2.62  -0.9508
Cl  -1.56  -0.20  2.98  0.4470
H  -3.84  -0.91  2.81  -0.0092
H  -3.40  0.27  1.57  -0.0290
Cl  2.00  -3.70  -4.97  0.5067
C  1.84  -2.29  -3.88  -1.0317
Cl  2.72  -2.51  -2.40  0.5907
H  2.25  -1.43  -4.45  0.0402
H  0.79  -2.18  -3.67  -0.0331
Cl  -0.81  -6.40  -2.76  0.5432
C  -0.45  -4.73  -2.44  -1.0483
Cl  -1.51  -3.58  -3.31  0.5568
H  -0.54  -4.62  -1.36  0.0108
H  0.61  -4.58  -2.64  -0.0255
Cl  -3.65  -0.86  -1.00  0.5807
C  -2.13  -1.56  -0.55  -0.9890
Cl  -0.70  -0.46  -0.99  0.5417
H  -2.09  -1.77  0.52  0.0044
H  -2.05  -2.49  -1.15  -0.0695

Results
HOMO-LUMO gap in eV: 10.577
SMILES: O=C1CCCO1.O=C1CCCO1.O=C1CCCO1.ClCCl.ClCCl.ClCCl.ClCCl.ClCCl.ClCCl

=====

2.
Formula: C18H30Cl6Mg3O12
Source: OMol25
Level of theory: ωB97M-V/def2-TZVPD

Last column: Löwdin charge in e.
CARTESIAN COORDINATES (ANGSTROEM)
Mg  4.85  -3.26  0.70  1.1555
Mg  -1.95  4.22  2.39  1.0687
Mg  3.62  1.78  3.11  1.0825
C  3.88  -8.24  -2.55  0.0103
C  4.33  -6.95  -1.83  -0.6959
O  5.04  -6.87  -0.83  0.0121
O  3.74  -5.85  -2.04  0.0206
H  4.54  -9.00  -2.13  0.0759
H  3.94  -8.21  -3.64  0.0798
H  2.92  -8.58  -2.17  0.0822
C  -7.62  2.75  3.86  0.0134
C  -6.23  3.23  3.44  -0.7088
O  -5.62  4.27  3.70  0.0323
O  -5.48  2.49  2.77  0.0550
H  -7.86  1.80  3.39  0.0779
H  -8.38  3.48  3.59  0.0830
H  -7.74  2.53  4.92  0.0838
C  9.71  1.50  0.14  -0.0196
C  8.36  1.02  0.58  -0.7788
O  8.00  -0.14  0.23  -0.0405
O  7.59  1.75  1.20  -0.0300
H  10.04  2.23  0.88  0.0746
H  9.59  2.07  -0.78  0.0820
H  10.47  0.73  0.09  0.0777
C  4.08  -3.40  7.43  -0.0188
C  4.22  -2.67  6.13  -0.8201
O  4.61  -3.30  5.15  -0.0229
O  3.87  -1.51  6.05  0.0429
H  3.70  -4.42  7.31  0.0774
H  3.38  -2.97  8.15  0.0733
H  5.04  -3.51  7.93  0.0793
C  2.36  7.98  5.95  -0.0067
C  2.10  6.75  5.03  -0.7567
O  1.04  6.65  4.44  -0.0339
O  2.91  5.78  4.98  -0.0343
H  1.64  8.76  5.76  0.0676
H  3.37  8.37  5.80  0.0716
H  2.13  7.59  6.95  0.0748
C  -0.85  -0.92  -0.53  -0.0068
C  0.22  -0.15  0.24  -0.7567
O  0.05  0.93  0.87  -0.0953
O  1.36  -0.60  0.40  -0.0508
H  -1.53  -1.46  0.13  0.0810
H  -0.38  -1.56  -1.28  0.0723
H  -1.40  -0.20  -1.13  0.0707
Cl  -2.70  6.11  -2.22  0.4908
C  -2.86  6.41  -4.00  -0.6375
C  -4.00  5.64  -4.61  -0.6828
Cl  -3.66  3.91  -4.85  0.5432
H  -1.93  6.18  -4.53  0.0723
H  -3.01  7.48  -4.17  0.0738
H  -4.30  6.14  -5.53  0.0781
H  -4.89  5.65  -3.98  0.0607
Cl  -7.39  -2.56  0.54  0.5901
C  -8.38  -2.31  -0.87  -0.7068
C  -8.03  -1.05  -1.67  -0.6422
Cl  -9.00  -0.70  -3.17  0.5009
H  -9.43  -2.28  -0.57  0.0704
H  -8.26  -3.12  -1.60  0.0690
H  -7.00  -1.01  -2.00  0.0624
H  -8.20  -0.14  -1.08  0.0558
Cl  -0.39  -3.47  -8.91  0.5690
C  0.05  -4.17  -7.37  -0.7035
C  0.20  -5.70  -7.54  -0.6665
Cl  1.70  -6.06  -8.40  0.5391
H  -0.74  -3.87  -6.69  0.0633
H  0.92  -3.70  -6.91  0.0712
H  -0.61  -6.12  -8.12  0.0606
H  0.28  -6.17  -6.56  0.0668

Results
HOMO-LUMO gap in eV: 2.441
Relative energy (zero: lowest compared OMol25 entry of this formula, charge and spin) in kJ/mol: 3686.5

=====

3.
Formula: C18H30MnN4O8P2S2
Source: OMol25
Level of theory: ωB97M-V/def2-TZVPD

Last column: Mulliken spin population.
CARTESIAN COORDINATES (ANGSTROEM)
Mn  0.44  -0.82  0.31  4.6497
S  -0.33  -5.17  -0.58  0.0187
C  -0.01  -4.98  1.13  -0.0202
C  0.21  -3.67  1.46  0.0345
C  0.13  -2.76  0.39  -0.0361
C  -0.17  -3.45  -0.82  -0.0196
C  -0.30  -2.77  -2.04  0.0473
C  -0.67  -3.34  -3.28  0.0143
C  -0.85  -2.55  -4.38  -0.0025
C  -0.65  -1.15  -4.24  0.0079
C  -0.25  -0.65  -3.02  0.0249
N  -0.05  -1.40  -1.93  -0.0078
H  -0.03  -5.85  1.76  -0.0025
H  0.45  -3.38  2.47  0.0014
H  -0.80  -4.41  -3.33  0.0017
H  -1.14  -2.96  -5.33  -0.0004
H  -0.79  -0.49  -5.08  0.0004
H  -0.09  0.41  -2.91  -0.0075
N  3.15  1.17  2.67  0.0026
C  1.71  1.28  3.03  -0.0130
C  1.47  2.14  4.24  -0.0008
P  1.25  -0.59  3.29  0.0102
O  -1.43  -0.39  3.48  0.0122
O  1.92  -1.09  2.02  0.0255
O  -0.31  -0.50  2.61  0.0232
P  0.91  2.09  1.53  0.0153
O  2.20  3.04  1.19  0.0011
O  -0.29  2.87  1.87  0.0020
O  0.81  1.14  0.35  0.1227
H  3.77  1.21  3.49  -0.0001
H  3.32  1.96  2.01  0.0009
H  3.18  0.24  2.18  0.0016
H  1.95  1.72  5.12  0.0003
H  0.39  2.18  4.41  -0.0001
H  1.81  3.16  4.06  0.0000
H  -1.75  -1.30  3.56  -0.0006
H  2.18  3.23  0.22  -0.0021
C  0.83  2.95  -3.67  0.0002
S  0.90  2.46  -1.89  0.0064
C  -0.63  3.36  -1.43  -0.0021
O  2.02  3.30  -1.38  -0.0006
H  1.04  4.01  -3.76  0.0000
H  -0.14  2.70  -4.08  0.0001
H  1.60  2.39  -4.20  0.0001
H  -0.56  4.39  -1.76  -0.0001
H  -0.70  3.33  -0.34  -0.0006
H  -1.47  2.85  -1.88  0.0004
C  -4.40  1.61  1.69  0.0001
N  -3.61  0.66  0.95  0.0008
C  -4.05  -0.46  0.30  0.0033
C  -2.94  -1.09  -0.17  0.0160
N  -1.83  -0.37  0.17  0.0161
C  -2.27  0.68  0.83  0.0142
H  -5.46  1.42  1.53  0.0000
H  -4.15  2.63  1.37  0.0000
H  -4.18  1.51  2.76  0.0000
H  -5.09  -0.70  0.23  0.0003
H  -2.85  -1.99  -0.74  -0.0001
H  -1.67  1.46  1.25  0.0036
C  3.20  -2.22  -1.22  0.0085
O  2.64  -0.95  -0.89  0.0392
H  4.13  -2.09  -1.79  0.0014
H  2.49  -2.82  -1.80  -0.0024
H  3.41  -2.72  -0.28  -0.0033
H  2.40  -0.51  -1.71  -0.0063

Results
HOMO-LUMO gap (alpha / beta) in eV: 6.442 / 7.801
Multiplicity: 6